Molecular formula: C22H66O22
Method: DFT, ωB97M-V/def2-TZVPD

The value obtained for the energy above the lowest of the compared OMol25 structures with the same formula, charge and spin is 72.3 kcal per mole. Its LUMO energy is -0.04 eV. The spin multiplicity is 1. The value obtained for the HOMO-LUMO gap is 9.554 eV. Its net charge is 0.

Structure (XYZ):
```
110
Properties=species:S:1:pos:R:3:forces:R:3:mulliken_charge:R:1
O -0.98856 0.01298 2.66888 0.56 -0.57 0.12 -0.33
C -0.10931 -0.15245 3.81690 -1.69 1.61 0.39 -0.23
C -0.97290 -0.27320 5.06725 1.34 0.23 0.89 -0.54
O -1.77928 0.88427 5.25090 -0.29 -0.67 -0.58 -0.57
H -1.80192 -0.48582 2.80551 0.08 -0.21 -0.14 0.20
H 0.71737 -0.85508 3.72991 -0.37 -0.43 -0.30 0.15
H 0.30264 0.85980 3.86943 0.64 -0.19 0.24 0.07
H -0.28920 -0.28505 5.92727 0.21 -0.39 -0.07 0.32
H -1.52734 -1.21039 5.12892 -0.44 0.23 -0.29 0.40
H -1.22709 1.59991 4.91487 -0.15 0.41 0.28 0.29
O 0.06055 -2.06624 -0.62888 -0.31 -0.13 -0.06 0.38
C 1.08993 -1.14024 -0.85631 0.53 -0.20 -1.07 -0.86
C 0.97732 0.15380 -0.12326 2.27 0.94 0.74 1.19
O 1.30872 0.07742 1.26746 -1.14 -0.17 0.21 -0.33
H -0.77677 -1.64439 -0.85618 -0.15 -0.13 0.21 -0.37
H 2.05079 -1.63014 -0.66759 -0.22 -0.02 0.81 0.55
H 1.24427 -0.95448 -1.93251 -0.66 0.30 -0.07 0.18
H 0.10695 0.79369 -0.27758 -0.30 -0.45 -0.24 -0.31
H 1.85306 0.71528 -0.47421 -0.40 0.29 -0.58 -0.31
H 0.45686 0.05483 1.75637 0.43 -0.28 -0.56 0.20
O -3.14361 -3.47784 -3.52982 0.74 1.09 0.11 -0.42
C -2.15812 -4.16520 -4.34688 -1.98 -2.34 1.49 -0.60
C -0.80380 -4.07578 -3.65218 -0.91 -0.06 -0.66 -0.22
O -0.30640 -2.75911 -3.77137 -0.05 0.07 0.29 -0.42
H -4.03033 -3.70580 -3.81338 0.01 -0.08 -0.21 0.23
H -2.47351 -5.20352 -4.16442 0.50 -0.33 -0.56 0.35
H -2.39686 -3.98266 -5.39414 1.11 0.52 -0.14 0.30
H -0.11612 -4.83057 -4.03142 0.15 0.36 -0.35 0.46
H -0.98156 -4.35602 -2.60661 0.01 0.22 0.02 0.08
H -1.08956 -2.26817 -3.48727 0.39 0.59 -0.04 0.21
O -5.19846 -4.38772 0.75615 -0.06 -0.84 -0.51 -0.60
C -4.65921 -3.81711 -0.43263 0.38 2.12 1.11 -0.84
C -3.22814 -3.28743 -0.15493 0.04 0.02 -1.00 0.63
O -3.27147 -2.04677 0.52126 -0.33 0.27 1.20 -0.50
H -5.35233 -3.65849 1.36284 0.09 0.00 0.04 0.35
H -4.78031 -4.39208 -1.34680 0.14 -0.73 0.45 0.33
H -5.23722 -2.89498 -0.57095 0.01 0.04 -0.59 0.35
H -2.66022 -3.14708 -1.07868 -0.17 -0.25 -0.17 -0.23
H -2.66948 -3.98296 0.47270 -0.18 -0.13 0.00 0.19
H -3.12190 -1.27049 -0.03622 0.21 -0.73 -0.22 0.40
O -1.06451 5.44611 -1.57312 -0.12 -0.67 -0.48 -0.58
C -0.74119 4.44115 -0.59554 0.47 1.20 0.01 -0.11
C -1.65910 3.23906 -0.51175 0.62 0.49 1.39 0.86
O -2.89729 3.52874 0.12981 -0.85 -0.41 -0.52 -0.59
H -1.79891 5.95712 -1.22481 -0.03 0.05 -0.12 0.38
H 0.29434 4.13431 -0.75591 -0.16 -0.21 -0.37 -0.29
H -0.67507 5.05657 0.31038 -0.24 -0.90 0.67 0.40
H -1.19205 2.52870 0.17831 0.35 -0.08 -0.22 -0.49
H -1.77613 2.72821 -1.46841 -0.28 0.35 -0.14 0.01
H -3.00371 4.44284 0.39630 0.34 0.14 -0.17 0.36
O 2.21190 -2.16036 -5.16237 -0.35 0.22 -0.63 -0.53
C 2.54724 -3.51557 -5.44698 -0.08 -0.22 2.02 0.21
C 3.06867 -3.68544 -6.83993 -0.75 2.22 -0.45 -0.58
O 3.97450 -2.62124 -7.13933 1.42 -0.83 -0.08 -0.55
H 1.41810 -2.14991 -4.61239 -0.05 -0.10 -0.10 0.33
H 3.25894 -3.76588 -4.64838 0.50 -0.37 -0.57 0.26
H 1.70494 -4.18213 -5.22925 -0.17 0.05 -0.45 -0.02
H 2.26658 -3.46411 -7.55402 -0.43 -0.98 0.13 0.29
H 3.50598 -4.66816 -6.98858 0.28 0.17 -0.16 0.30
H 3.54415 -1.76946 -7.04116 -0.38 -0.15 0.28 0.31
O 4.80866 4.58670 0.81534 0.32 0.47 0.20 -0.62
C 3.57279 4.99134 0.27875 0.15 -1.07 -1.03 0.09
C 3.25611 4.34684 -1.06078 -0.34 -0.60 -0.32 -0.70
O 2.94103 2.94121 -0.96398 -0.11 -0.18 0.67 -0.37
H 4.91254 3.61925 0.81761 -0.37 -0.15 -0.04 0.42
H 2.73268 4.75065 0.93282 -0.03 0.35 0.29 -0.13
H 3.64242 6.04579 0.01055 -0.09 0.20 0.58 0.40
H 4.06848 4.46279 -1.77851 0.01 0.30 0.04 0.41
H 2.33451 4.81234 -1.42069 0.19 0.28 -0.27 0.31
H 3.39571 2.40382 -1.61524 0.16 0.39 -0.28 0.24
O 0.33273 3.06067 5.30142 -0.43 -0.91 0.00 -0.43
C 0.44164 4.36965 4.77522 0.44 -0.60 0.32 -0.72
C 0.05440 4.32225 3.30393 -0.04 1.00 0.16 -0.50
O 1.00449 3.75307 2.42672 0.15 -0.21 0.34 0.31
H 0.73395 2.98947 6.17092 0.01 0.13 0.02 0.23
H -0.19108 5.05873 5.34836 -0.14 0.01 -0.32 0.37
H 1.48632 4.66265 4.93834 -0.12 0.43 -0.58 0.30
H -0.05699 5.38455 3.06151 -0.01 -0.12 -0.50 0.38
H -0.89865 3.82286 3.10228 -0.20 0.15 0.58 0.33
H 0.88722 2.79829 2.50835 0.30 -0.04 -0.22 -0.18
O -2.61102 -0.30107 -1.51649 0.20 -0.05 -0.21 -0.23
C -3.96512 0.04022 -1.82873 0.38 0.18 -0.18 -0.46
C -3.97042 1.36480 -2.56834 -0.20 0.61 -0.33 -0.46
O -2.88103 1.48690 -3.46453 1.19 -0.31 0.14 -0.53
H -2.06697 -0.02775 -2.26825 -0.08 0.13 -0.08 0.26
H -4.44746 -0.76054 -2.39505 0.00 -0.10 0.19 0.12
H -4.41616 0.22835 -0.85507 -0.51 -0.36 -0.17 0.41
H -3.84454 2.12122 -1.78526 -0.28 0.25 -0.45 0.04
H -4.83463 1.53217 -3.21717 -0.56 -0.07 0.94 0.51
H -3.17391 1.51388 -4.37387 -0.13 -0.06 -0.09 0.29
O 4.60318 1.80250 1.11750 1.05 -0.28 -0.20 -0.69
C 4.15568 1.29870 2.37726 0.12 1.02 -0.57 0.76
C 4.77199 2.14908 3.51501 -0.30 1.06 0.40 -0.41
O 5.69664 3.18760 3.17272 -0.42 -0.67 -0.14 -0.59
H 3.95684 1.60376 0.43421 -0.22 0.07 0.18 0.35
H 3.08038 1.46873 2.28686 -0.05 -0.67 0.93 -0.54
H 4.44003 0.25788 2.54630 -0.29 -0.10 -0.36 0.24
H 5.27715 1.54062 4.26111 0.04 -0.21 -0.14 0.36
H 3.93067 2.63982 4.01366 -0.08 -0.16 0.26 0.09
H 5.18444 3.90199 2.76953 0.24 0.02 -0.16 0.35
O 0.52858 -4.22746 0.98390 -0.25 -0.16 -0.01 -0.66
C -0.24940 -3.70715 2.03006 -0.85 0.62 1.30 0.80
C -0.62908 -4.78424 3.05736 1.06 -0.66 -0.91 -0.74
O -1.45939 -4.34481 4.11099 0.04 0.78 -0.08 -0.50
H 0.58366 -3.47424 0.36934 -0.06 -0.40 -0.11 0.24
H 0.33795 -2.93685 2.54688 -0.18 0.10 0.13 0.01
H -1.18636 -3.24191 1.69800 0.19 0.11 -0.24 -0.24
H 0.34449 -5.12099 3.43348 -0.18 -0.40 0.16 0.37
H -1.13360 -5.60421 2.53535 0.22 -0.07 -0.13 0.30
H -1.48638 -5.05522 4.75503 -0.06 0.02 0.06 0.30
```
Forces are in eV/Å.